Record 1
Entry from the OMol25 dataset: a molecular structure, C29H33F6N9O4S3Zr (ωB97M-V/def2-TZVPD).

CARTESIAN COORDINATES (ANGSTROEM)
Zr  0.66  -0.67  -0.02
C  -5.01  1.21  -4.24
C  -4.07  0.67  -3.20
C  -4.51  0.35  -1.91
C  -3.64  -0.10  -0.95
C  -2.28  -0.31  -1.21
N  -1.42  -0.75  -0.17
C  -2.02  -1.67  0.78
C  -2.83  -2.71  0.32
C  -3.38  -3.64  1.18
C  -3.13  -3.59  2.55
C  -3.69  -4.63  3.49
C  -2.30  -2.58  3.02
C  -1.77  -1.64  2.15
N  -0.93  -0.62  2.72
C  -1.05  0.09  3.85
C  -0.16  1.15  3.79
C  0.47  1.03  2.55
N  0.02  -0.07  1.95
C  -1.84  0.00  -2.50
C  -2.73  0.50  -3.46
N  -0.48  -0.15  -2.93
C  -0.05  -0.35  -4.18
C  1.33  -0.24  -4.20
C  1.67  0.03  -2.89
N  0.58  0.07  -2.11
H  -5.99  0.74  -4.16
H  -4.64  1.03  -5.25
H  -5.15  2.28  -4.13
H  -5.56  0.48  -1.65
H  -4.00  -0.31  0.04
H  -3.03  -2.78  -0.74
H  -4.00  -4.42  0.78
H  -4.56  -5.11  3.06
H  -3.97  -4.19  4.44
H  -2.95  -5.41  3.69
H  -2.05  -2.54  4.07
H  -1.79  -0.16  4.59
H  -0.03  1.92  4.53
H  0.86  2.95  1.84
H  -2.34  0.79  -4.43
H  -0.74  -0.56  -4.98
H  1.98  -0.34  -5.05
H  2.65  0.19  -2.46
F  5.24  -1.25  0.56
C  4.81  -2.49  0.58
F  5.13  -3.09  1.71
F  5.24  -3.16  -0.46
S  2.95  -2.41  0.52
O  2.55  -1.57  -0.67
O  2.44  -1.72  1.70
N  2.55  -3.91  0.31
S  0.99  -4.05  0.00
O  0.40  -5.29  0.33
O  0.34  -2.80  0.50
C  0.78  -3.86  -1.87
F  1.92  -3.62  -2.48
F  0.21  -4.94  -2.34
F  -0.05  -2.81  -2.04
C  1.77  5.20  -1.57
N  1.21  3.97  -1.04
C  -0.07  3.75  -0.86
N  -1.00  4.63  -1.20
S  -0.60  2.23  -0.17
H  2.85  5.11  -1.57
H  1.49  6.05  -0.95
H  1.43  5.37  -2.60
H  1.80  3.18  -0.77
H  -0.76  5.53  -1.60
H  -1.97  4.45  -1.01
C  3.21  1.29  3.18
C  2.81  2.08  1.92
C  3.12  3.56  2.16
C  3.66  1.59  0.75
C  1.26  1.96  1.65
N  0.90  1.55  0.25
H  4.28  1.40  3.35
H  2.99  0.23  3.09
H  2.70  1.67  4.06
H  4.19  3.72  2.28
H  2.63  3.92  3.07
H  2.77  4.18  1.33
H  4.71  1.65  1.02
H  3.52  2.20  -0.15
H  3.46  0.56  0.47

Summary:
Charge   +2
Calculated total energy   -102289.5266 eV
HOMO-LUMO gap   7.31 eV
HOMO   -12.81 eV
Lowest unoccupied orbital energy   -5.4925 eV

Record 2
Entry from the OMol25 dataset: 2 unconnected molecules or ions with the total composition C29H33N4O2 (ωB97M-V/def2-TZVPD).

CARTESIAN COORDINATES (ANGSTROEM)
C  -8.25  -0.23  -4.08
O  -6.88  -0.43  -4.49
C  -5.97  -0.84  -3.56
C  -4.63  -1.00  -3.99
C  -3.65  -1.33  -3.08
C  -3.94  -1.48  -1.70
C  -2.87  -1.71  -0.75
O  -3.35  -1.98  0.49
C  -2.48  -2.25  1.53
C  -1.09  -2.36  1.31
C  -0.32  -2.92  2.37
C  -0.94  -3.31  3.55
C  -2.33  -3.19  3.72
C  -3.11  -2.68  2.69
C  -0.62  -2.01  0.03
C  -1.50  -1.71  -0.99
C  -5.30  -1.43  -1.30
C  -6.30  -1.09  -2.20
H  -8.75  0.09  -4.99
H  -8.70  -1.16  -3.70
H  -8.33  0.56  -3.31
H  -4.40  -0.84  -5.04
H  -2.62  -1.48  -3.40
H  0.75  -3.05  2.21
H  -0.34  -3.76  4.35
H  -2.81  -3.51  4.64
H  -4.20  -2.69  2.72
H  0.43  -2.21  -0.23
H  -1.14  -1.43  -1.98
H  -5.59  -1.64  -0.27
H  -7.33  -0.98  -1.85
C  -0.68  3.33  1.94
C  0.48  2.85  2.79
N  1.71  2.73  2.02
C  2.82  3.50  2.51
C  3.90  3.70  1.49
N  4.15  2.48  0.76
C  5.48  2.37  0.21
C  5.49  1.48  -1.00
N  4.69  0.29  -0.83
C  5.01  -0.78  -1.77
C  5.39  -2.07  -1.08
C  3.48  0.36  -0.20
C  2.46  -0.60  -0.32
N  1.25  -0.43  0.23
C  0.96  0.65  0.96
C  1.92  1.67  1.19
C  3.20  1.52  0.58
H  -1.58  3.37  2.56
H  -0.48  4.34  1.56
H  -0.88  2.67  1.09
H  0.68  3.56  3.58
H  0.24  1.88  3.24
H  2.43  4.47  2.83
H  3.26  3.01  3.40
H  3.62  4.50  0.78
H  4.84  3.98  1.98
H  5.80  3.39  -0.07
H  6.17  1.99  0.99
H  5.14  2.06  -1.87
H  6.52  1.16  -1.20
H  4.15  -0.94  -2.44
H  5.85  -0.42  -2.36
H  5.56  -2.84  -1.84
H  6.31  -1.95  -0.51
H  4.61  -2.43  -0.40
H  2.62  -1.51  -0.90
H  -0.03  0.71  1.40

Summary:
Charge   +1
Calculated total energy   -40657.0946 eV
HOMO-LUMO gap   5.11 eV
HOMO   -9.07 eV
Lowest unoccupied orbital energy   -3.9570 eV

Record 3
Entry from the OMol25 dataset: a molecular structure, C29H33N4O2Tl (ωB97M-V/def2-TZVPD).

CARTESIAN COORDINATES (ANGSTROEM)
Tl  0.31  1.97  0.21
C  -6.23  -1.46  1.24
C  -4.81  -1.08  0.89
C  -4.07  -1.74  -0.05
C  -2.74  -1.38  -0.36
C  -2.07  -2.13  -1.36
N  -0.85  -1.95  -1.76
C  -0.22  -2.74  -2.83
C  0.34  -1.87  -3.96
C  1.83  -1.57  -3.84
N  2.21  -1.15  -2.50
C  2.97  -1.83  -1.70
C  3.28  -1.48  -0.36
C  4.18  -2.29  0.35
C  4.55  -2.03  1.64
C  5.52  -2.88  2.41
C  3.97  -0.89  2.22
C  3.06  -0.06  1.58
C  2.57  1.08  2.34
N  1.67  1.93  2.05
C  1.43  3.00  3.06
C  0.28  3.92  2.70
C  -1.10  3.31  2.85
N  -1.30  2.17  1.92
C  -2.39  1.53  2.05
C  -2.87  0.40  1.26
C  -4.16  -0.02  1.54
C  -2.09  -0.28  0.28
O  -0.88  0.02  -0.03
C  2.69  -0.33  0.23
O  1.88  0.41  -0.44
H  -6.54  -2.35  0.69
H  -6.92  -0.65  0.98
H  -6.34  -1.66  2.30
H  -4.51  -2.59  -0.58
H  -2.62  -2.94  -1.84
H  -0.35  -1.19  -1.30
H  -0.98  -3.42  -3.21
H  0.56  -3.36  -2.39
H  -0.23  -0.94  -3.99
H  0.18  -2.37  -4.91
H  2.10  -0.78  -4.54
H  2.43  -2.45  -4.10
H  1.85  -0.28  -2.10
H  3.40  -2.75  -2.10
H  4.60  -3.16  -0.16
H  5.90  -3.70  1.79
H  5.04  -3.33  3.29
H  6.37  -2.30  2.76
H  4.25  -0.64  3.24
H  3.06  1.20  3.31
H  2.35  3.58  3.15
H  1.24  2.53  4.02
H  0.42  4.32  1.69
H  0.34  4.79  3.36
H  -1.85  4.08  2.65
H  -1.24  2.97  3.88
H  -3.08  1.85  2.83
H  -4.72  0.52  2.30
C  -1.25  1.56  -3.05
C  -0.06  2.08  -2.68
C  -0.31  3.07  -1.59
C  -1.78  3.09  -1.42
C  -2.32  2.18  -2.26
H  -1.43  0.84  -3.84
H  0.91  1.90  -3.11
H  0.25  4.00  -1.59
H  -2.31  3.75  -0.75
H  -3.37  1.96  -2.37

Summary:
Charge   +2
Calculated total energy   -45343.5479 eV
HOMO-LUMO gap   7.51 eV
HOMO   -13.45 eV
Lowest unoccupied orbital energy   -5.9424 eV

Record 4
Entry from the OMol25 dataset: a molecular structure, C29H33N8SSr (ωB97M-V/def2-TZVPD).

CARTESIAN COORDINATES (ANGSTROEM)
Sr  -0.19  -0.31  0.00
C  1.95  -2.28  -1.70
C  2.88  -1.05  -1.60
C  3.25  -0.72  -0.18
C  4.54  -0.91  0.30
C  4.82  -0.59  1.62
C  3.82  -0.06  2.41
C  2.56  0.11  1.86
N  2.28  -0.24  0.60
N  0.60  -1.92  -2.17
C  -0.26  -3.12  -2.18
C  -0.57  -3.69  -0.83
C  -0.15  -4.95  -0.46
C  -0.60  -5.49  0.74
C  -1.47  -4.75  1.51
C  -1.83  -3.48  1.08
N  -1.37  -2.94  -0.06
C  0.64  -1.34  -3.51
C  0.44  0.16  -3.56
C  1.12  0.93  -4.49
C  0.77  2.26  -4.65
C  -0.26  2.78  -3.88
C  -0.85  1.95  -2.94
N  -0.51  0.67  -2.77
H  1.85  -2.74  -0.71
H  2.40  -3.03  -2.37
H  2.37  -0.18  -2.02
H  3.79  -1.21  -2.18
H  5.31  -1.31  -0.35
H  5.82  -0.74  2.02
H  4.00  0.23  3.44
H  1.74  0.52  2.43
H  0.18  -3.90  -2.82
H  -1.21  -2.82  -2.62
H  0.51  -5.52  -1.10
H  -0.29  -6.48  1.05
H  -1.87  -5.14  2.44
H  -2.52  -2.87  1.65
H  -0.19  -1.75  -4.09
H  1.55  -1.61  -4.04
H  1.91  0.49  -5.09
H  1.28  2.88  -5.38
H  -0.59  3.80  -3.99
H  -1.65  2.31  -2.31
C  -4.66  0.59  4.32
C  -3.31  0.37  5.01
N  -2.38  -0.49  4.28
C  -1.71  -0.18  3.15
S  -0.42  -1.26  2.74
N  -2.09  0.90  2.49
N  -1.31  1.30  1.48
C  -1.59  2.44  0.93
C  -2.82  3.22  1.30
C  -0.55  3.02  0.08
C  -0.57  4.38  -0.27
C  0.51  4.93  -0.92
C  1.60  4.12  -1.22
C  1.53  2.79  -0.87
N  0.49  2.24  -0.26
H  -5.29  1.21  4.95
H  -5.17  -0.36  4.15
H  -4.51  1.09  3.37
H  -3.49  -0.12  5.96
H  -2.84  1.34  5.20
H  -1.98  -1.26  4.79
H  -3.57  2.51  1.66
H  -3.23  3.77  0.45
H  -2.61  3.92  2.11
H  -1.42  4.99  0.00
H  0.52  5.98  -1.18
H  2.48  4.52  -1.71
H  2.36  2.12  -1.10

Summary:
Charge   +1
Calculated total energy   -54198.9728 eV
HOMO-LUMO gap   7.34 eV
HOMO   -9.81 eV
Lowest unoccupied orbital energy   -2.4701 eV

Record 5
Entry from the OMol25 dataset: a molecular structure, C29H34AlCl4F4N4O6 (ωB97M-V/def2-TZVPD).

CARTESIAN COORDINATES (ANGSTROEM)
O  1.31  -1.16  -1.02
C  0.66  -0.17  -1.04
F  0.42  0.47  0.16
N  0.02  0.43  -2.18
C  0.73  0.19  -3.40
O  0.13  0.31  -4.43
F  2.03  -0.08  -3.40
C  -1.37  -0.09  -2.25
C  -2.40  0.90  -1.94
C  -3.73  0.32  -1.98
C  -3.72  -1.08  -2.31
N  -2.68  -1.83  -2.61
N  -1.45  -1.34  -2.58
H  -2.22  1.95  -1.67
H  -4.63  0.91  -1.74
H  -4.73  -1.62  -2.34
H  -2.80  -2.83  -2.84
F  -5.00  -1.23  0.06
C  -5.52  -2.42  0.50
C  -6.34  -2.42  1.61
C  -6.87  -3.61  2.06
C  -6.56  -4.80  1.40
C  -5.73  -4.78  0.29
C  -5.21  -3.58  -0.17
H  -6.56  -1.48  2.11
H  -7.52  -3.62  2.92
H  -6.97  -5.73  1.76
H  -5.49  -5.71  -0.22
H  -4.57  -3.55  -1.04
Cl  2.35  -1.97  -5.45
Al  0.47  -3.20  -4.71
C  5.21  -1.01  -0.72
C  4.70  0.31  -0.15
C  5.77  1.40  -0.12
C  6.88  1.05  0.76
N  7.75  0.77  1.46
H  6.01  -1.43  -0.12
H  4.40  -1.74  -0.75
H  5.57  -0.87  -1.74
H  4.32  0.14  0.86
H  3.86  0.66  -0.75
H  5.33  2.34  0.23
H  6.15  1.59  -1.13
C  -10.26  1.71  4.90
C  -9.99  0.46  4.56
C  -8.70  0.08  3.95
O  -8.45  -1.07  3.64
C  -7.71  1.17  3.73
C  -7.98  2.43  4.06
C  -9.28  2.80  4.67
O  -9.52  3.95  4.98
H  -11.20  2.01  5.34
H  -10.70  -0.35  4.72
H  -6.77  0.88  3.28
H  -7.27  3.23  3.90
C  3.13  -0.48  5.58
C  2.22  0.57  4.97
O  1.40  1.12  5.65
C  2.30  0.97  3.49
H  2.88  -0.60  6.63
H  2.98  -1.44  5.07
H  4.17  -0.17  5.50
H  2.09  0.11  2.85
H  3.34  1.42  3.20
H  1.54  1.75  3.30
F  -5.53  -2.59  -3.20
C  9.49  2.47  -1.31
C  9.51  1.83  -2.68
O  8.64  1.07  -3.03
C  10.66  2.19  -3.58
H  8.61  2.12  -0.77
H  10.38  2.18  -0.75
H  9.44  3.56  -1.41
H  11.60  1.89  -3.13
H  10.66  3.26  -3.78
H  10.55  1.66  -4.53
Cl  4.55  0.28  3.22
C  2.18  1.93  -6.95
Cl  3.92  1.94  -7.24
Cl  1.70  0.53  -5.96
H  1.90  2.84  -6.42
H  1.66  1.88  -7.90

Summary:
Charge   +1
Calculated total energy   -116407.8621 eV
HOMO-LUMO gap   1.36 eV
HOMO   -10.73 eV
Lowest unoccupied orbital energy   -9.3738 eV

Record 6
Entry from the OMol25 dataset: a molecular structure, C29H34As2F6HgI2OP (ωB97M-V/def2-TZVPD).

CARTESIAN COORDINATES (ANGSTROEM)
Hg  -0.32  -0.01  -0.80
C  -4.15  -0.03  2.04
C  -3.24  1.00  1.44
C  -2.42  1.79  2.24
C  -1.56  2.73  1.69
C  -1.51  2.91  0.32
C  -2.35  2.15  -0.49
C  -3.20  1.20  0.06
H  -4.78  0.41  2.81
H  -3.56  -0.82  2.52
H  -4.78  -0.50  1.29
H  -2.45  1.65  3.31
H  -0.93  3.33  2.34
H  -0.85  3.65  -0.11
H  -2.37  2.31  -1.57
H  -3.85  0.62  -0.58
I  0.03  -2.13  -5.08
C  1.32  -3.00  -3.66
I  2.41  -1.63  -2.47
H  2.05  -3.60  -4.19
H  0.72  -3.59  -2.99
C  2.24  -4.93  0.84
C  3.21  -3.96  1.08
C  2.85  -2.63  1.20
C  1.52  -2.26  1.07
C  0.55  -3.22  0.82
C  0.91  -4.56  0.71
P  1.01  -0.53  1.19
C  2.49  0.50  1.13
C  2.73  1.32  0.03
C  3.90  2.07  -0.03
C  4.82  2.00  1.00
C  4.58  1.19  2.10
C  3.42  0.44  2.17
C  0.26  -0.28  2.82
C  -0.64  -1.22  3.32
C  -1.21  -1.03  4.57
C  -0.89  0.09  5.32
C  -0.01  1.04  4.81
C  0.56  0.86  3.56
H  2.52  -5.97  0.75
H  4.25  -4.25  1.17
H  3.63  -1.89  1.35
H  -0.49  -2.95  0.68
H  0.15  -5.30  0.51
H  2.02  1.38  -0.79
H  4.09  2.70  -0.88
H  5.73  2.59  0.96
H  5.29  1.14  2.91
H  3.23  -0.19  3.03
H  -0.89  -2.10  2.75
H  -1.90  -1.76  4.96
H  -1.33  0.23  6.30
H  0.24  1.92  5.39
H  1.23  1.61  3.17
C  -2.05  1.70  -4.33
As  -0.32  2.25  -3.72
C  0.96  2.06  -5.12
C  -0.41  4.10  -3.25
O  0.21  1.36  -2.41
H  -2.57  2.55  -4.78
H  -2.62  1.32  -3.48
H  -1.94  0.91  -5.06
H  0.78  2.79  -5.91
H  0.89  1.05  -5.52
H  1.95  2.21  -4.69
H  -0.58  4.69  -4.15
H  0.53  4.39  -2.79
H  -1.23  4.27  -2.54
F  -2.24  -1.69  0.11
As  -2.61  -2.37  -1.49
F  -2.26  -0.71  -2.13
F  -4.25  -1.93  -1.29
F  -2.86  -2.93  -3.08
F  -2.79  -3.91  -0.79
F  -0.86  -2.62  -1.67

Summary:
Charge   +1
Calculated total energy   -200318.1698 eV
HOMO-LUMO gap   8.43 eV
HOMO   -11.55 eV
Lowest unoccupied orbital energy   -3.1179 eV